No. 1
22
Properties=species:S:1:pos:R:3 method="wB97M-V/def2-TZVPD" mol_weight_da=393.05 s2=24.787 total_charge=+4 multiplicity=10 e_lumo_ev="-17.4 / -20.0" e_tot_ev=-75372.470
Mn 0.26723 -2.76168 -0.69694
Ru 0.39142 -0.01231 0.43060
Cl 2.07937 -1.46798 -1.04831
Cl -0.06968 -2.01705 1.58732
C -1.16760 0.79134 0.90386
C 0.33316 -3.41085 -2.41547
C -0.94367 -4.10857 -0.28699
O -2.18129 1.29856 1.23656
O 0.29633 -4.07172 -3.37218
O -1.56137 -5.07665 -0.07776
C 1.70508 2.28965 2.00117
C 1.86691 2.42076 0.55281
N 1.25626 1.65593 -0.34437
C 1.71217 2.03524 -1.61859
C 2.56999 3.08628 -1.45188
N 2.64149 3.33197 -0.08057
H 2.69744 2.24037 2.46926
H 1.17191 3.16198 2.40995
H 1.13956 1.35868 2.22557
H 1.35484 1.52446 -2.49564
H 3.12864 3.64637 -2.17863
H 3.18329 4.03183 0.40413

No. 2
16
Properties=species:S:1:pos:R:3 method="wB97M-V/def2-TZVPD" mol_weight_da=177.03 e_lumo_ev=-1.5 e_above_lowest_kcal_mol=120.67 e_tot_ev=-34441.088
C 2.79591 -0.58952 0.13701
C 2.12003 0.72829 -0.41197
C 1.85999 -1.32868 0.62089
C 0.66297 0.36060 -0.18266
C -0.37597 1.04445 -0.61347
C -2.62618 -0.18926 -0.09509
C -3.90284 -0.23938 0.22731
O 0.55101 -0.86351 0.37592
Cl 2.64045 2.11335 0.52798
Cl -5.05627 1.16565 0.38576
H 3.83051 -0.59880 0.13274
H 2.37774 0.84875 -1.43529
H 2.02101 -2.15399 1.23709
H -0.29426 1.90001 -1.33628
H -2.18748 -1.14913 -0.18826
H -4.41661 -1.04883 0.61831

No. 3
17
Properties=species:S:1:pos:R:3 method="wB97M-V/def2-TZVPD" mol_weight_da=194.55 e_lumo_ev="-0.2 / -1.0" e_above_lowest_kcal_mol=0.00 e_tot_ev=-34599.674
C 2.41433 -0.63044 0.20509
C 1.49296 -0.82520 1.21558
C 1.98831 -0.59334 -1.10198
C 0.15819 -1.00438 1.00396
C 0.68395 -0.59516 -1.39686
C -0.18273 -0.81283 -0.34639
C -2.09053 2.22826 0.04157
F -2.35750 1.96022 1.35964
F -3.20045 2.69327 -0.52801
P -1.92892 -0.58289 -0.92208
Cl -3.03494 -1.55820 0.48247
H 3.49665 -0.47293 0.50065
H 1.81358 -0.79462 2.22696
H 2.59037 -0.53612 -1.98353
H -0.67104 -1.03345 1.79800
H 0.19312 -0.42988 -2.38239
H -1.36536 2.98768 -0.17269

No. 4
17
Properties=species:S:1:pos:R:3 method="wB97M-V/def2-TZVPD" mol_weight_da=171.58 smiles="O=C(Cl)Nc1ccccc1O" e_lumo_ev=0.3 e_above_lowest_kcal_mol=27.67 e_tot_ev=-25463.302
C 0.16474 -1.27550 1.83970
C -1.14009 -0.81553 2.04057
C 0.83629 -0.80031 0.68288
C -1.68026 0.02834 1.12025
C 0.31305 0.19582 -0.18194
C -1.00641 0.53785 0.01412
C 1.60037 0.00761 -2.13468
N 0.93548 0.76572 -1.27925
O -1.68155 1.40741 -0.87644
O 1.60033 -1.16991 -2.22313
Cl 2.59987 1.02810 -3.21185
H 0.46496 -1.97047 2.55958
H -1.88940 -1.02268 2.85216
H 1.82718 -0.99955 0.38004
H -2.78741 0.34686 1.25463
H 0.85062 1.68996 -1.62355
H -1.00779 2.04628 -1.21310

No. 5
17
Properties=species:S:1:pos:R:3 method="wB97M-V/def2-TZVPD" mol_weight_da=187.65 e_lumo_ev=-0.7 e_above_lowest_kcal_mol=55.33 e_tot_ev=-34247.618
C -1.32106 1.77990 -0.37235
C -0.25975 1.99333 0.45684
C -1.51638 0.68105 -1.11557
C 0.52447 0.93232 0.84514
C -0.63708 -0.48158 -1.00525
C 0.38268 -0.39675 0.20063
C 0.77067 -1.39946 1.32501
N -0.71491 -1.34053 -1.95651
O 2.36459 -2.20928 -0.69180
S 2.19485 -1.08282 0.24062
Cl 0.80113 -1.04546 3.04324
H -1.91808 2.69810 -0.49443
H 0.00141 2.79370 1.03054
H -2.16394 0.67449 -2.02390
H 1.38417 1.05640 1.46248
H 0.33250 -2.41043 1.05805
H -0.22526 -2.24296 -2.00276

No. 6
17
Properties=species:S:1:pos:R:3 method="wB97M-V/def2-TZVPD" mol_weight_da=156.14 e_lumo_ev="-0.2 / -0.4" e_above_lowest_kcal_mol=68.78 e_tot_ev=-15765.632
C 2.28595 -0.70029 0.20616
C -0.97858 -0.92789 -1.60154
C -2.10053 -0.06713 -1.07276
C 0.26453 -1.07792 -1.05660
C -1.92125 0.77363 -0.06775
C 0.64642 0.88261 0.57362
C 0.85989 -0.53184 0.21050
N 3.41529 -0.74375 0.16062
N 0.90469 1.25689 1.86167
F -2.77343 1.59598 0.50017
F 0.35544 -1.36348 1.28124
H -1.32434 -1.44086 -2.41493
H -3.15012 -0.16459 -1.40740
H 0.89594 -1.94584 -1.52871
H 0.35006 1.69010 -0.07082
H 1.23246 0.53669 2.50836
H 1.03758 2.22769 1.91817

No. 7
17
Properties=species:S:1:pos:R:3 method="wB97M-V/def2-TZVPD" mol_weight_da=161.13 smiles=Nc1cccc(C(F)(F)F)c1 e_lumo_ev=0.4 e_above_lowest_kcal_mol=25.28 e_tot_ev=-16996.857
C -1.27809 -0.50867 0.00601
C -1.78809 0.85454 0.06039
C -0.70308 1.88340 0.10165
C 0.62705 1.55712 0.08050
C 0.95607 0.26696 -0.19423
C 0.03128 -0.74807 -0.19733
C 2.35715 -0.22738 0.04056
H -3.20513 -1.96737 0.15258
H -1.48700 -2.54657 -0.19152
H -2.92085 1.01848 -0.25243
H -0.80934 2.94758 -0.20931
H 1.31146 2.33702 0.29603
H 0.25219 -1.75839 -0.03235
N -2.00956 -1.78500 0.15555
F 2.53471 -1.53810 -0.43944
F 3.26742 0.57153 -0.60381
F 2.86381 -0.35709 1.22713

No. 8
19
Properties=species:S:1:pos:R:3 method="wB97M-V/def2-TZVPD" mol_weight_da=189.14 e_lumo_ev=-1.0 e_above_lowest_kcal_mol=36.08 e_tot_ev=-19975.963
C 2.14321 1.37494 -0.59522
C 0.96299 0.72283 -0.61159
C 3.22398 0.64885 -0.10855
C 1.94100 -1.19998 0.31967
C 0.77483 -0.55165 -0.10620
C -0.48176 -1.15826 -0.09178
C -2.95409 0.51059 0.07179
N 3.07413 -0.62040 0.39233
N -1.05073 -2.18765 -0.28206
N -1.69923 0.71300 0.48341
F -3.50210 -0.85192 0.41404
F -3.20962 0.52687 -1.19156
F -3.92038 1.28017 0.66945
H 2.34251 2.43805 -0.76463
H -0.03694 1.32682 -0.84037
H 4.23160 0.98836 0.19061
H 1.72638 -2.17607 0.83008
H -2.06496 -2.42955 -0.21508
H -1.50082 0.64501 1.43567

No. 9
15
Properties=species:S:1:pos:R:3 method="wB97M-V/def2-TZVPD" mol_weight_da=231.04 e_lumo_ev="-0.2 / -0.2" e_above_lowest_kcal_mol=107.96 e_tot_ev=-16941.025
C -0.15233 0.07197 0.37596
C -1.62630 2.93377 -1.41709
C 1.15182 -1.57657 1.44985
C -1.33726 2.10051 -0.47396
C 1.31876 -2.24285 0.08032
C -1.06650 1.28150 0.49955
C 0.98601 -1.55114 -0.95966
N 0.33520 -0.43392 1.39141
I 0.59424 -1.89540 -2.94538
H -0.95127 3.72558 -1.70184
H -2.55356 2.87472 -1.96262
H 0.70548 -2.27996 2.15898
H 2.13920 -1.29513 1.83492
H -1.28781 1.52092 1.53040
H 1.74431 -3.23400 0.13917

No. 10
16
Properties=species:S:1:pos:R:3 method="wB97M-V/def2-TZVPD" mol_weight_da=247.03 e_lumo_ev=-0.4 e_above_lowest_kcal_mol=0.00 e_tot_ev=-18992.158
C 1.85277 -0.25523 -0.18272
C 1.20998 -0.77131 0.89176
C 1.30511 0.71625 -1.03756
C -0.06022 -0.51531 1.28720
C -0.02333 1.00969 -0.64600
C -0.71822 0.49255 0.46725
C -0.89769 -1.16426 -1.71232
N -1.92782 0.96715 0.84724
O -0.35786 -1.94699 -1.06783
I -3.41645 1.65583 -0.36978
H 2.81056 -0.73276 -0.49095
H 1.78396 -1.59706 1.40153
H 1.62095 1.20991 -1.94209
H -0.44933 -1.17914 2.08128
H -0.61155 1.73326 -1.15144
H -2.12086 0.37741 1.62444

For each record above, in turn, the calculated F_max values are 12.43, 4.04, 3.36, 3.74, 6.42, 4.63, 5.34, 5.38, 2.77, 4.31 eV Å⁻¹.